{"formula": "C30H21MgN4O7S2", "method": "ωB97M-V with the def2-TZVPD basis set", "energy_ha": -2898.22025, "max_force_ev_per_a": 1.0, "lumo_energy_ev": 1.7, "de_lowest_ev": 0.114, "total_charge": -1, "orbital_gap_ev": 6.53, "species": ["Mg", "C", "O", "C", "C", "C", "C", "C", "C", "N", "N", "C", "C", "C", "C", "O", "C", "N", "C", "C", "C", "C", "H", "H", "H", "H", "H", "H", "H", "H", "H", "H", "H", "H", "O", "C", "C", "C", "C", "C", "C", "C", "O", "O", "H", "H", "H", "H", "H", "O", "S", "O", "N", "C", "S", "C", "C", "C", "C", "C", "C", "H", "H", "H", "H"], "xyz": [[-0.367, 0.546, 0.168], [-5.942, 3.940, -0.219], [-5.624, 5.281, 0.134], [-4.696, 5.442, 1.119], [-4.163, 6.720, 1.265], [-3.193, 6.951, 2.225], [-2.712, 5.914, 3.017], [-3.287, 4.660, 2.904], [-4.287, 4.421, 1.967], [-1.740, 6.272, 4.023], [-0.811, 5.506, 4.316], [-0.462, 4.333, 3.565], [-0.042, 3.284, 4.356], [0.253, 2.013, 3.865], [0.165, 1.737, 2.501], [0.385, 0.584, 1.982], [-0.143, 2.882, 1.626], [-0.074, 2.625, 0.280], [-0.236, 3.614, -0.571], [-0.436, 4.931, -0.146], [-0.526, 5.197, 1.191], [-0.427, 4.156, 2.148], [-6.486, 3.986, -1.157], [-6.576, 3.468, 0.537], [-5.038, 3.342, -0.347], [-4.523, 7.516, 0.623], [-2.772, 7.942, 2.359], [-2.961, 3.854, 3.550], [-4.712, 3.429, 1.894], [0.004, 3.476, 5.423], [0.532, 1.206, 4.530], [-0.191, 3.364, -1.626], [-0.516, 5.726, -0.877], [-0.650, 6.217, 1.520], [4.395, -1.074, -3.001], [4.469, -0.681, -1.719], [5.732, -0.479, -1.163], [5.855, -0.111, 0.165], [4.726, 0.062, 0.966], [3.470, -0.111, 0.406], [3.320, -0.468, -0.933], [1.956, -0.599, -1.539], [1.846, -1.115, -2.668], [0.978, -0.154, -0.861], [3.415, -1.210, -3.160], [6.602, -0.628, -1.794], [6.843, 0.039, 0.586], [4.824, 0.334, 2.010], [2.574, 0.034, 1.006], [-3.052, 2.287, -0.161], [-2.961, 0.857, -0.344], [-2.207, 0.429, -1.519], [-2.264, 0.087, 0.905], [-3.192, -0.388, 1.791], [-2.875, -1.075, 3.246], [-4.588, -0.269, 1.203], [-5.789, -0.605, 1.802], [-6.968, -0.377, 1.103], [-6.950, 0.170, -0.182], [-5.749, 0.511, -0.784], [-4.590, 0.272, -0.069], [-5.779, -1.033, 2.799], [-7.919, -0.620, 1.564], [-7.881, 0.344, -0.708], [-5.722, 0.942, -1.779]]}

{"formula": "C30H21MgN4O7S2", "method": "ωB97M-V with the def2-TZVPD basis set", "energy_ha": -2898.22444, "max_force_ev_per_a": 0.5, "lumo_energy_ev": 2.3, "de_lowest_ev": 0.000, "total_charge": -1, "orbital_gap_ev": 7.28, "species": ["Mg", "C", "O", "C", "C", "C", "C", "C", "C", "N", "N", "C", "C", "C", "C", "O", "C", "N", "C", "C", "C", "C", "H", "H", "H", "H", "H", "H", "H", "H", "H", "H", "H", "H", "O", "C", "C", "C", "C", "C", "C", "C", "O", "O", "H", "H", "H", "H", "H", "O", "S", "O", "N", "C", "S", "C", "C", "C", "C", "C", "C", "H", "H", "H", "H"], "xyz": [[-0.249, 0.168, -0.477], [-4.944, -2.816, 3.097], [-5.189, -4.002, 2.360], [-5.297, -3.886, 1.010], [-5.352, -5.080, 0.295], [-5.419, -5.055, -1.084], [-5.397, -3.848, -1.776], [-5.414, -2.659, -1.059], [-5.360, -2.674, 0.329], [-5.453, -3.934, -3.214], [-4.770, -3.208, -3.963], [-3.816, -2.270, -3.464], [-3.866, -1.003, -3.991], [-3.139, 0.063, -3.453], [-2.322, -0.100, -2.331], [-1.714, 0.842, -1.705], [-2.107, -1.487, -1.924], [-1.139, -1.688, -0.993], [-0.858, -2.900, -0.581], [-1.510, -4.031, -1.099], [-2.479, -3.859, -2.045], [-2.829, -2.559, -2.478], [-4.825, -3.122, 4.133], [-5.782, -2.118, 3.022], [-4.030, -2.321, 2.763], [-5.326, -6.013, 0.842], [-5.456, -5.976, -1.652], [-5.430, -1.710, -1.577], [-5.347, -1.737, 0.867], [-4.552, -0.825, -4.812], [-3.251, 1.059, -3.862], [-0.067, -2.996, 0.149], [-1.217, -5.015, -0.762], [-2.970, -4.716, -2.485], [-2.375, 0.432, 0.877], [-2.563, 0.498, 2.225], [-3.856, 0.582, 2.736], [-4.069, 0.637, 4.103], [-2.985, 0.612, 4.970], [-1.703, 0.547, 4.447], [-1.456, 0.491, 3.078], [0.006, 0.457, 2.621], [0.865, 0.553, 3.483], [0.211, 0.334, 1.364], [-3.212, 0.524, 0.408], [-4.696, 0.605, 2.048], [-5.081, 0.701, 4.484], [-3.136, 0.654, 6.041], [-0.831, 0.543, 5.087], [2.202, -4.165, -0.733], [3.033, -2.990, -0.708], [4.019, -2.890, 0.329], [2.092, -1.640, -0.771], [2.264, -0.982, -1.886], [1.419, 0.427, -2.301], [3.272, -1.582, -2.820], [3.682, -1.138, -4.065], [4.625, -1.893, -4.751], [5.142, -3.065, -4.207], [4.728, -3.512, -2.957], [3.795, -2.745, -2.292], [3.268, -0.229, -4.480], [4.962, -1.567, -5.727], [5.875, -3.635, -4.765], [5.121, -4.421, -2.521]]}

{"formula": "C30H22BrN5RuS7", "method": "ωB97M-V with the def2-TZVPD basis set", "energy_ha": -6886.54940, "max_force_ev_per_a": 1.0, "lumo_energy_ev": [2.0, 1.6], "multiplicity": 2, "de_lowest_ev": 1.516, "total_charge": -1, "orbital_gap_ev": [6.83, 6.42], "s_squared": 0.756, "species": ["Ru", "C", "N", "C", "C", "C", "C", "C", "N", "C", "C", "C", "C", "C", "C", "H", "H", "H", "H", "H", "H", "H", "H", "H", "H", "H", "S", "C", "C", "C", "C", "N", "C", "C", "C", "S", "C", "N", "H", "H", "C", "C", "C", "C", "C", "Br", "N", "C", "H", "H", "H", "H", "H", "H", "C", "S", "C", "C", "S", "S", "C", "S", "S", "H", "H", "H"], "xyz": [[-0.326, -0.137, -0.660], [-1.059, -0.431, 2.509], [-0.116, -0.193, 1.399], [1.057, 0.190, 1.796], [1.912, 0.820, 0.851], [3.199, 1.353, 0.922], [3.440, 1.919, -0.331], [2.306, 1.686, -1.106], [1.365, 1.032, -0.399], [-2.360, -1.133, 2.245], [-3.338, -0.544, 1.449], [-4.550, -1.178, 1.242], [-4.810, -2.405, 1.844], [-3.858, -2.975, 2.674], [-2.643, -2.335, 2.877], [-1.311, 0.560, 2.906], [-0.516, -0.967, 3.292], [1.336, 0.136, 2.848], [3.856, 1.324, 1.777], [4.325, 2.444, -0.655], [2.144, 2.010, -2.120], [-3.138, 0.415, 0.984], [-5.298, -0.718, 0.609], [-5.756, -2.904, 1.677], [-4.056, -3.922, 3.159], [-1.898, -2.787, 3.522], [1.385, -1.585, -1.523], [1.420, -2.700, -0.154], [2.570, -3.179, 0.449], [2.487, -4.059, 1.531], [3.693, -4.507, 2.159], [4.665, -4.857, 2.665], [1.234, -4.477, 1.997], [0.073, -4.003, 1.385], [0.150, -3.109, 0.331], [-1.227, -2.436, -0.477], [1.112, -5.364, 3.114], [1.014, -6.076, 4.012], [3.539, -2.851, 0.098], [-0.894, -4.326, 1.744], [1.177, 1.718, -5.527], [0.014, 1.145, -4.771], [-1.293, 1.210, -5.234], [-2.314, 0.696, -4.461], [-2.006, 0.165, -3.218], [-3.415, -0.508, -2.174], [-0.768, 0.113, -2.732], [0.212, 0.567, -3.531], [1.010, 1.669, -6.603], [2.096, 1.181, -5.296], [1.332, 2.765, -5.258], [-1.513, 1.655, -6.197], [-3.341, 0.712, -4.792], [1.210, 0.457, -3.135], [1.222, 3.884, 3.169], [-0.352, 3.465, 2.393], [-0.020, 3.874, 0.717], [-0.591, 3.247, -0.328], [-1.664, 1.869, -0.351], [-0.243, 3.948, -1.887], [0.852, 5.172, -1.388], [1.659, 6.178, -2.420], [1.016, 5.228, 0.328], [1.136, 3.561, 4.206], [1.416, 4.955, 3.160], [2.038, 3.345, 2.692]]}

{"formula": "C30H22Cl2N6O3S2SeW", "method": "ωB97M-V with the def2-TZVPD basis set", "energy_ha": -5895.96198, "max_force_ev_per_a": 0.5, "lumo_energy_ev": [-0.8, -1.3], "multiplicity": 3, "de_lowest_ev": 0.729, "orbital_gap_ev": [6.15, 6.13], "s_squared": 2.030, "species": ["W", "S", "C", "C", "C", "C", "C", "C", "N", "C", "C", "C", "C", "C", "C", "C", "H", "H", "H", "H", "H", "H", "H", "H", "Se", "C", "C", "C", "C", "C", "C", "H", "H", "H", "H", "H", "C", "C", "C", "C", "N", "C", "S", "N", "C", "H", "H", "H", "H", "H", "H", "H", "H", "Cl", "C", "Cl", "C", "O", "O", "H", "O", "N", "C", "C", "N", "C", "N"], "xyz": [[-0.824, 0.180, -0.526], [1.140, 1.142, 3.605], [-0.442, 0.574, 4.000], [-0.957, 0.410, 5.280], [-2.212, -0.141, 5.405], [-2.915, -0.536, 4.266], [-2.404, -0.366, 2.995], [-1.150, 0.229, 2.844], [-0.414, 0.485, 1.661], [0.795, 0.900, 1.949], [1.757, 1.107, 0.890], [3.062, 1.504, 1.180], [3.960, 1.709, 0.155], [3.522, 1.518, -1.148], [2.222, 1.118, -1.422], [1.279, 0.887, -0.410], [-0.376, 0.689, 6.149], [-2.641, -0.292, 6.386], [-3.887, -0.999, 4.375], [-2.963, -0.704, 2.145], [3.378, 1.649, 2.207], [4.977, 2.013, 0.362], [4.200, 1.692, -1.976], [1.937, 1.033, -2.458], [-1.546, 2.626, -0.947], [-0.455, 4.095, -0.360], [-1.202, 5.234, -0.040], [-0.587, 6.403, 0.373], [0.796, 6.466, 0.486], [1.544, 5.344, 0.167], [0.928, 4.172, -0.255], [-2.282, 5.202, -0.111], [-1.193, 7.267, 0.615], [1.282, 7.376, 0.814], [2.624, 5.369, 0.239], [1.546, 3.329, -0.514], [3.155, -3.839, -2.990], [1.707, -3.502, -2.933], [0.684, -4.409, -2.799], [-0.627, -3.923, -2.771], [-0.920, -2.632, -2.891], [0.065, -1.759, -2.947], [-0.166, -0.050, -2.957], [1.356, -2.204, -2.988], [-1.794, -4.841, -2.608], [3.294, -4.869, -3.307], [3.584, -3.709, -1.994], [3.684, -3.179, -3.677], [0.897, -5.465, -2.725], [2.073, -1.487, -2.990], [-1.493, -5.875, -2.460], [-2.430, -4.766, -3.491], [-2.388, -4.499, -1.760], [-5.416, -1.359, 0.480], [-4.883, -0.411, -0.916], [-5.295, -1.192, -2.437], [-3.395, -0.131, -0.810], [-2.912, 0.263, 0.282], [-2.617, -0.234, -1.784], [-5.407, 0.541, -0.878], [-1.180, -1.716, 0.149], [0.113, -1.713, -0.227], [1.006, -2.134, 0.702], [2.363, -2.133, 0.301], [3.458, -2.151, -0.064], [0.642, -2.503, 2.018], [0.345, -2.805, 3.091]]}